Record 1
84
Properties=species:S:1:pos:R:3:lowdin_charge:R:1 method="wB97M-V/def2-TZVPD" gap_ev=4.807 multiplicity=1 de_lowest_kj_mol=338.1 fmax_ha_per_bohr=0.07977 e_lumo_ev=-1.99 homo_ev=-6.793
C -5.356 1.061 2.435 -0.08
C -3.882 1.332 2.147 -0.22
N -2.973 0.689 3.107 -0.07
C -3.196 1.081 4.509 -0.23
C -1.944 1.541 5.237 -0.08
C -2.230 -0.448 2.890 -0.42
C -1.640 -0.752 1.554 -0.09
C -1.838 -2.192 1.186 -0.34
C -2.748 -2.588 0.051 -0.13
C -3.327 -1.708 -0.882 -0.04
C -4.093 -2.201 -1.946 -0.09
C -4.294 -3.576 -2.107 -0.09
C -3.717 -4.464 -1.189 -0.08
C -2.957 -3.973 -0.132 -0.02
O -1.204 -3.092 1.742 0.05
O -1.978 -1.145 3.896 -0.02
H -5.951 1.643 1.726 0.07
H -5.593 -0.002 2.297 0.08
H -5.639 1.370 3.448 0.06
H -3.629 1.030 1.127 0.09
H -3.698 2.414 2.241 0.12
H -3.917 1.903 4.460 0.10
H -3.649 0.239 5.054 0.12
H -2.207 1.863 6.249 0.07
H -1.214 0.730 5.309 0.07
H -1.495 2.395 4.720 0.07
H -1.967 -0.039 0.792 0.07
H -3.170 -0.633 -0.787 0.09
H -4.537 -1.500 -2.652 0.10
H -4.888 -3.958 -2.939 0.10
H -3.856 -5.541 -1.288 0.10
H -2.497 -4.668 0.569 0.11
C 5.050 1.011 -3.657 -0.01
N 3.773 1.136 -2.991 -0.04
C 2.858 2.069 -3.390 -0.37
O 2.995 2.834 -4.341 0.09
C 1.668 1.970 -2.437 -0.16
C 0.345 1.690 -3.145 -0.09
C -0.035 2.744 -4.165 -0.23
C -0.399 2.362 -5.461 -0.04
C -0.667 3.334 -6.430 -0.08
C -0.626 4.692 -6.090 -0.08
C -0.322 5.071 -4.777 -0.07
C -0.040 4.098 -3.811 -0.04
N 2.070 0.893 -1.521 0.04
C 1.263 0.523 -0.504 0.04
C 1.614 -0.403 0.488 -0.07
C 0.885 -0.852 1.563 0.03
C 1.467 -1.680 2.572 -0.15
C 0.716 -2.151 3.696 0.03
C 1.258 -2.878 4.723 0.04
C 2.632 -3.182 4.703 -0.14
N 3.232 -3.700 5.875 -0.32
O 4.468 -3.889 5.891 0.06
O 2.504 -3.928 6.869 0.06
C 3.407 -2.846 3.572 0.01
C 2.842 -2.118 2.541 0.00
C 3.444 0.413 -1.765 -0.46
C 3.513 -1.096 -2.050 0.01
C 4.427 0.818 -0.656 0.01
H 5.043 1.624 -4.561 0.10
H 5.866 1.344 -3.003 0.10
H 5.239 -0.034 -3.925 0.09
H 1.597 2.926 -1.882 0.16
H 0.414 0.713 -3.647 0.13
H -0.443 1.616 -2.379 0.12
H -0.429 1.295 -5.704 0.11
H -0.891 3.025 -7.452 0.10
H -0.828 5.451 -6.846 0.10
H -0.286 6.125 -4.499 0.10
H 0.196 4.382 -2.782 0.11
H 0.281 1.005 -0.482 0.15
H 2.616 -0.807 0.376 0.05
H -0.292 -0.603 1.678 0.02
H -0.350 -1.946 3.750 0.08
H 0.647 -3.199 5.562 0.13
H 4.450 -3.153 3.551 0.12
H 3.476 -1.874 1.688 0.10
H 2.960 -1.321 -2.973 0.10
H 4.562 -1.389 -2.178 0.09
H 3.088 -1.682 -1.235 0.08
H 4.630 1.895 -0.722 0.10
H 4.026 0.588 0.333 0.08
H 5.369 0.271 -0.793 0.09

Record 2
90
Properties=species:S:1:pos:R:3:lowdin_charge:R:1 method="wB97M-V/def2-TZVPD" gap_ev=5.026 charge=-1 multiplicity=1 fmax_ha_per_bohr=0.02755 e_lumo_ev=1.72 homo_ev=-3.302
Bi 0.730 0.173 1.125 1.69
C -0.109 -0.303 -4.761 -0.08
C 0.469 -0.561 -3.360 -0.24
N -0.031 0.286 -2.301 -0.22
C -1.456 0.229 -2.080 -0.27
C -1.880 -1.144 -1.558 -0.08
C 0.563 1.597 -2.238 -0.21
C 2.096 1.560 -1.994 -0.26
N 2.498 0.345 -1.354 -0.04
C 3.723 -0.097 -1.414 -0.23
C 3.990 -1.416 -0.911 -0.18
F 2.944 -2.148 -0.453 0.05
C 5.237 -1.983 -0.902 -0.25
F 5.402 -3.232 -0.393 0.05
C 6.358 -1.339 -1.414 0.00
C 6.148 -0.067 -1.920 -0.25
F 7.221 0.606 -2.425 0.04
C 4.914 0.539 -1.921 -0.13
F 4.855 1.820 -2.410 0.03
H 0.412 -0.926 -5.488 0.07
H 0.016 0.742 -5.042 0.06
H -1.171 -0.548 -4.798 0.05
H 1.548 -0.428 -3.382 0.10
H 0.286 -1.600 -3.079 0.11
H -2.054 0.462 -2.982 0.11
H -1.713 0.980 -1.328 0.09
H -1.849 -1.886 -2.350 0.07
H -2.895 -1.089 -1.168 0.05
H -1.210 -1.460 -0.764 0.05
H 0.092 2.128 -1.406 0.07
H 0.384 2.197 -3.155 0.11
H 2.343 2.442 -1.379 0.10
H 2.601 1.702 -2.959 0.10
H 7.328 -1.801 -1.417 0.11
S 4.802 1.858 2.819 1.01
C 4.937 0.148 2.725 -0.40
C 3.822 -0.441 2.210 -0.19
C 2.814 0.481 1.876 -0.36
C 3.184 1.772 2.146 -0.52
C 2.366 2.928 1.945 -0.30
C 2.711 4.210 2.402 -0.02
C 1.844 5.259 2.187 -0.07
C 0.660 5.029 1.493 -0.07
C 0.401 3.736 1.074 -0.15
N 1.210 2.722 1.302 0.00
H 5.844 -0.308 3.067 0.06
H 3.707 -1.499 2.073 0.09
H 3.646 4.351 2.920 0.09
H 2.082 6.248 2.548 0.10
H -0.035 5.829 1.289 0.10
H -0.497 3.506 0.518 0.09
S -6.837 0.567 0.592 0.96
C -5.084 0.549 0.987 -0.51
C -4.412 -0.649 1.173 -0.07
C -3.042 -0.590 1.394 -0.14
N -2.367 0.543 1.454 0.04
C -3.021 1.679 1.295 -0.13
C -4.383 1.745 1.049 -0.07
C -6.554 0.440 -1.172 -0.52
C -6.536 -0.804 -1.788 -0.08
C -6.315 -0.851 -3.153 -0.15
N -6.116 0.223 -3.901 0.06
C -6.117 1.403 -3.300 -0.15
C -6.329 1.573 -1.942 -0.08
H -4.937 -1.592 1.126 0.11
H -2.455 -1.489 1.528 0.11
H -2.429 2.582 1.383 0.10
H -4.885 2.687 0.901 0.10
H -6.700 -1.703 -1.215 0.10
H -6.306 -1.797 -3.681 0.11
H -5.950 2.255 -3.949 0.11
H -6.330 2.555 -1.497 0.10
C -0.221 -3.177 4.218 -0.18
Si 0.481 -3.295 2.435 0.25
C -0.735 -4.412 1.452 -0.17
C 2.154 -4.212 2.509 -0.17
O 0.612 -1.876 1.762 -0.57
H -0.326 -4.151 4.683 0.01
H -1.200 -2.704 4.226 0.01
H 0.430 -2.580 4.850 0.01
H -0.889 -5.371 1.936 0.01
H -0.345 -4.604 0.459 0.02
H -1.709 -3.945 1.336 0.00
H 2.062 -5.230 2.876 0.01
H 2.860 -3.696 3.151 0.01
H 2.589 -4.257 1.516 0.02
C 0.092 0.611 3.270 -0.30
H 0.028 1.669 3.485 -0.02
H 0.807 0.142 3.931 -0.01
H -0.874 0.152 3.411 -0.04

Record 3
84
Properties=species:S:1:pos:R:3:lowdin_charge:R:1 method="wB97M-V/def2-TZVPD" gap_ev=8.322 multiplicity=1 fmax_ha_per_bohr=0.01516 e_lumo_ev=0.45 smiles="C=CN1c2cc(CCOC(C)=O)ccc2Sc2c1cc([C@@H](Br)[C@H](C)Br)c(CCCS)c2COc1cc(C)ccc1C(C)C" homo_ev=-7.870
C -1.636 -0.091 5.603 0.07
C -1.060 0.425 4.530 -0.21
N -1.504 0.052 3.223 -0.02
C -2.234 1.068 2.544 -0.20
C -2.390 2.360 3.041 0.04
C -3.105 3.313 2.330 -0.23
C -3.201 4.729 2.844 -0.11
C -2.289 5.656 2.040 -0.15
O -1.009 5.656 2.701 -0.03
C 0.063 5.767 1.861 -0.52
C 1.101 4.697 2.061 0.02
O 0.157 6.649 1.042 0.12
C -3.701 2.966 1.122 -0.04
C -3.550 1.685 0.616 -0.07
C -2.815 0.746 1.322 -0.44
S -2.598 -0.888 0.705 1.09
C -0.891 -1.055 1.143 -0.35
C -0.524 -0.576 2.400 -0.19
C 0.781 -0.753 2.816 0.01
C 1.731 -1.368 2.005 -0.24
C 3.124 -1.417 2.591 -0.69
Br 3.845 -3.226 2.714 0.81
C 4.157 -0.487 1.943 -0.74
C 5.499 -0.510 2.665 -0.18
Br 3.443 1.340 2.096 0.74
C 1.370 -1.833 0.736 -0.11
C 2.377 -2.471 -0.195 -0.20
C 2.182 -3.981 -0.402 -0.26
C 2.780 -4.452 -1.721 -0.54
S 4.561 -4.102 -1.903 0.71
C 0.042 -1.663 0.304 -0.12
C -0.381 -2.124 -1.072 -0.15
O -0.966 -1.047 -1.801 -0.08
C -0.620 -1.012 -3.137 -0.22
C 0.672 -0.617 -3.469 0.03
C 1.075 -0.509 -4.793 -0.27
C 2.471 -0.065 -5.140 -0.05
C 0.141 -0.820 -5.780 -0.05
C -1.147 -1.198 -5.439 -0.02
C -1.566 -1.296 -4.111 -0.14
C -3.004 -1.648 -3.802 -0.34
C -3.164 -2.776 -2.778 -0.06
C -3.765 -0.376 -3.350 -0.04
H -2.373 -0.877 5.501 0.07
H -1.420 0.269 6.599 0.06
H -0.218 1.104 4.633 0.12
H -1.937 2.652 3.978 0.11
H -2.844 4.763 3.872 0.12
H -4.233 5.066 2.768 0.12
H -2.154 5.259 1.032 0.13
H -2.680 6.667 1.935 0.13
H 1.855 5.033 2.774 0.09
H 1.591 4.522 1.106 0.09
H 0.666 3.764 2.413 0.07
H -4.269 3.709 0.573 0.12
H -4.005 1.414 -0.327 0.10
H 1.094 -0.419 3.794 0.11
H 3.031 -1.091 3.624 0.08
H 4.264 -0.694 0.884 0.08
H 6.026 0.430 2.522 0.06
H 6.120 -1.329 2.311 0.07
H 5.333 -0.624 3.737 0.08
H 3.394 -2.288 0.139 0.05
H 2.298 -1.975 -1.167 0.10
H 2.621 -4.514 0.440 0.07
H 1.108 -4.169 -0.440 0.11
H 2.683 -5.525 -1.861 0.07
H 2.282 -3.930 -2.539 0.07
H 4.465 -2.854 -2.372 -0.16
H 0.482 -2.460 -1.637 0.10
H -1.081 -2.962 -0.985 0.13
H 1.362 -0.374 -2.668 0.12
H 2.912 0.468 -4.298 0.07
H 2.447 0.625 -5.983 0.08
H 3.112 -0.905 -5.408 0.08
H 0.416 -0.758 -6.826 0.11
H -1.867 -1.423 -6.216 0.11
H -3.440 -1.979 -4.746 0.12
H -3.131 -2.382 -1.764 0.04
H -4.127 -3.270 -2.911 0.08
H -2.389 -3.534 -2.896 0.08
H -3.204 0.524 -3.598 0.08
H -3.900 -0.376 -2.268 0.05
H -4.742 -0.306 -3.828 0.07

Record 4
93
Properties=species:S:1:pos:R:3:lowdin_charge:R:1 method="wB97M-V/def2-TZVPD" gap_ev=7.961 charge=+1 multiplicity=1 fmax_ha_per_bohr=0.09330 e_lumo_ev=-3.85 homo_ev=-11.816
C -0.923 1.013 -3.415 -0.14
C -2.201 0.016 -3.726 -0.26
C -1.812 -1.571 -3.855 -0.19
C -1.332 -2.287 -2.461 -0.22
N -1.307 -1.381 -1.249 -0.02
C -0.111 -1.865 -0.431 -0.26
N -0.067 -3.339 -0.064 0.10
C 0.602 -3.432 1.321 -0.14
N 1.548 -4.316 1.779 0.20
N -0.036 -2.238 2.019 0.03
C 0.251 -1.127 0.987 -0.54
O 1.739 -1.015 1.147 -0.18
C 2.179 0.378 0.973 -0.15
C 3.724 0.337 0.334 -0.14
O 3.844 1.536 -0.499 -0.23
C 4.286 1.257 -1.866 -0.23
C 3.129 1.923 -2.870 -0.09
P -0.853 0.288 1.647 0.73
O -1.277 1.400 0.371 -0.38
Br -2.813 -0.785 2.258 0.40
H -1.236 1.647 -2.455 0.07
H -0.626 1.713 -4.306 0.09
H -0.040 0.307 -3.060 0.06
H -3.125 0.195 -2.994 0.12
H -2.608 0.346 -4.799 0.11
H -2.811 -2.131 -4.194 0.12
H -1.029 -1.809 -4.722 0.13
H -0.265 -2.751 -2.652 0.12
H -2.049 -3.189 -2.232 0.10
H -2.184 -1.487 -0.658 0.11
H 0.865 -1.678 -1.084 0.18
H 0.398 -3.929 -0.798 0.14
H 1.890 -5.163 1.251 0.16
H 2.042 -4.119 2.694 0.16
H 0.464 -2.046 2.936 0.15
H 2.139 0.972 1.997 0.10
H 1.534 0.941 0.147 0.13
H 3.799 -0.685 -0.225 0.13
H 4.453 0.401 1.252 0.14
H 4.420 0.130 -2.143 0.12
H 5.298 1.830 -2.094 0.13
H 3.262 1.600 -3.992 0.09
H 2.071 1.609 -2.460 0.06
H 3.319 3.089 -2.827 0.07
H -0.528 1.524 -0.284 0.04
C 2.085 5.480 4.545 0.03
C 2.046 4.145 4.574 0.03
C 2.564 3.338 3.451 -0.36
O 2.527 2.116 3.476 0.05
C 3.126 4.065 2.295 0.03
C 3.165 5.401 2.266 0.03
C 2.648 6.207 3.389 -0.38
O 2.685 7.429 3.364 0.12
H 1.710 6.087 5.360 0.13
H 1.638 3.597 5.415 0.12
H 3.502 3.459 1.480 0.11
H 3.574 5.948 1.425 0.13
C -5.832 -0.964 7.233 0.03
C -5.870 -2.300 7.263 0.02
C -5.353 -3.106 6.139 -0.38
O -5.390 -4.328 6.164 0.10
C -4.791 -2.379 4.984 0.01
C -4.752 -1.044 4.954 -0.03
C -5.269 -0.238 6.078 -0.38
O -5.232 0.985 6.052 0.11
H -6.207 -0.358 8.048 0.13
H -6.279 -2.847 8.103 0.13
H -4.415 -2.986 4.168 0.11
H -4.343 -0.496 4.114 -0.01
C 2.482 7.383 -3.829 0.03
C 2.444 6.047 -3.799 0.02
C 2.961 5.241 -4.923 -0.38
O 2.924 4.018 -4.898 0.06
C 3.523 5.967 -6.078 0.02
C 3.562 7.303 -6.108 0.03
C 3.045 8.109 -4.984 -0.38
O 3.082 9.332 -5.010 0.11
H 2.107 7.989 -3.014 0.12
H 2.035 5.500 -2.959 0.12
H 3.899 5.361 -6.894 0.12
H 3.971 7.851 -6.948 0.13
C -3.142 -7.514 -2.131 0.03
C -3.292 -8.591 -1.354 0.03
C -2.793 -8.608 0.035 -0.38
O -2.928 -9.594 0.747 0.12
C -2.123 -7.390 0.532 0.03
C -1.973 -6.313 -0.245 0.01
C -2.472 -6.296 -1.634 -0.37
O -2.337 -5.310 -2.346 0.07
H -3.502 -7.485 -3.153 0.13
H -3.782 -9.492 -1.703 0.13
H -1.763 -7.419 1.553 0.12
H -1.483 -5.412 0.104 0.08